No. 1
Molecular formula: C12H28N3O2
Method: DFT, ωB97M-V with the def2-TZVPD basis set

```
45
Properties=species:S:1:pos:R:3:lowdin_charge:R:1
C 0.39 2.09 1.92 -0.07
C 1.33 0.98 2.41 -0.37
C 0.50 -0.19 2.94 -0.06
C 2.35 0.64 1.28 -0.34
C 3.61 1.49 1.45 -0.05
C 2.77 -0.82 1.18 -0.16
O 1.75 -1.68 0.66 -0.07
C 1.49 -1.70 -0.70 -0.27
C 0.09 -1.13 -0.99 -0.05
N 0.29 -0.04 -1.97 0.14
C 1.62 0.04 -2.21 -0.40
N 2.13 0.92 -3.05 0.24
N 2.37 -0.85 -1.55 0.18
H 0.03 2.71 2.73 0.09
H -0.48 1.65 1.40 0.07
H 0.90 2.75 1.21 0.07
H 1.90 1.40 3.25 0.13
H -0.34 -0.42 2.27 0.07
H 1.07 -1.10 3.12 0.07
H 0.05 0.09 3.90 0.09
H 1.89 0.95 0.33 0.11
H 4.35 1.27 0.68 0.08
H 3.38 2.56 1.42 0.09
H 4.09 1.27 2.41 0.09
H 2.98 -1.21 2.18 0.14
H 3.70 -0.93 0.61 0.12
H 1.62 -2.72 -1.07 0.17
H -0.33 -0.72 -0.06 0.11
H -0.58 -1.91 -1.34 0.13
H -0.01 0.87 -1.61 0.16
H 1.56 1.30 -3.79 0.14
H 3.08 1.25 -2.94 0.14
H 2.98 -1.35 -2.18 0.17
C -4.09 -1.84 -1.57 -0.06
C -4.27 -0.66 -0.63 -0.49
C -5.25 0.36 -1.17 -0.06
O -3.00 -0.04 -0.36 -0.08
H -3.71 -1.50 -2.53 0.08
H -3.39 -2.57 -1.15 0.07
H -5.04 -2.35 -1.74 0.09
H -4.61 -1.02 0.35 0.14
H -4.90 0.76 -2.12 0.08
H -5.36 1.19 -0.48 0.08
H -6.23 -0.09 -1.33 0.09
H -2.69 0.31 -1.20 0.07
```

Net charge   +1
Strongest force on any atom   1.08 eV/Å
Frontier orbital gap   9.7 eV

***

No. 2
Molecular formula: C12H28N3O6S2
Method: DFT, ωB97M-V with the def2-TZVPD basis set

```
51
Properties=species:S:1:pos:R:3:lowdin_charge:R:1
C 2.32 -1.83 0.56 -0.11
C 3.14 -1.04 -0.55 -0.23
C 2.21 -0.23 -1.53 -0.22
C 2.57 1.29 -1.63 -0.19
C 1.89 2.25 -0.59 -0.19
C 1.15 1.54 0.58 -0.22
C 0.66 2.48 1.72 -0.24
S -0.06 4.08 1.20 0.59
O -0.23 4.81 2.51 -0.42
O 0.92 4.89 0.40 -0.38
N -1.60 3.96 0.56 -0.33
S -1.69 3.62 -1.07 0.57
O -3.03 4.13 -1.53 -0.40
O -0.65 4.17 -1.96 -0.38
C -1.81 1.80 -1.39 -0.24
C -2.96 1.27 -0.47 -0.23
C -2.89 -0.26 -0.09 -0.20
C -1.79 -1.10 -0.78 -0.26
N -1.92 -2.51 -0.30 -0.01
H 1.24 -1.72 0.37 0.05
H 2.59 -2.90 0.56 0.05
H 2.55 -1.35 1.52 0.06
H 3.70 -1.80 -1.12 0.09
H 3.83 -0.30 -0.09 0.10
H 1.14 -0.39 -1.31 0.07
H 2.36 -0.67 -2.54 0.10
H 2.24 1.62 -2.64 0.10
H 3.67 1.41 -1.65 0.10
H 2.70 2.86 -0.14 0.11
H 1.24 2.95 -1.14 0.07
H 1.88 0.84 1.04 0.10
H 0.30 0.91 0.27 0.07
H 1.45 2.73 2.45 0.10
H -0.11 1.94 2.30 0.10
H -0.82 1.34 -1.23 0.06
H -2.11 1.66 -2.44 0.11
H -3.90 1.43 -1.02 0.10
H -3.05 1.88 0.45 0.09
H -2.80 -0.32 1.02 0.11
H -3.89 -0.70 -0.33 0.10
H -1.81 -1.06 -1.88 0.11
H -0.82 -0.75 -0.37 0.07
H -2.85 -2.57 0.10 0.04
H -1.32 -2.61 0.52 0.00
C -0.68 -6.02 1.78 0.05
N -0.31 -4.60 1.52 -0.43
O 0.67 -4.40 0.83 0.08
O -1.01 -3.75 2.02 0.04
H 0.03 -6.66 1.27 0.09
H -0.65 -6.17 2.85 0.10
H -1.69 -6.16 1.38 0.10
```

Net charge   -1
Strongest force on any atom   5.52 eV/Å
Frontier orbital gap   7.5 eV

***

No. 3
Molecular formula: C12H29BFNO8PS
Method: DFT, ωB97M-V with the def2-TZVPD basis set

```
54
Properties=species:S:1:pos:R:3:lowdin_charge:R:1
C 4.52 0.56 1.85 -0.08
C 5.07 -0.30 0.71 -0.26
O 4.06 -0.74 -0.18 -0.16
C 4.01 -0.15 -1.46 -0.23
C 2.61 0.36 -1.80 -0.17
C 2.00 1.24 -0.70 -0.18
C 0.76 0.67 0.01 -0.24
C 0.77 -0.85 0.19 -0.36
P -0.29 -1.46 1.54 0.99
C -0.84 -3.13 1.09 -0.35
O -1.36 -3.15 -0.26 -0.23
O -0.62 -4.16 -1.00 -0.06
B -1.78 -0.30 2.00 -0.68
O -2.08 -0.33 3.35 0.08
N -2.58 0.54 1.11 -0.13
C -2.70 0.04 -0.26 -0.11
C -2.26 1.98 1.15 -0.10
S 1.48 -1.98 3.52 0.56
O 1.23 -3.37 3.91 -0.50
O 1.28 -1.01 4.60 -0.50
F 3.28 -1.94 3.32 -0.48
H 5.07 0.39 2.77 0.07
H 3.48 0.29 1.98 0.06
H 4.54 1.62 1.58 0.06
H 5.89 0.21 0.18 0.11
H 5.49 -1.20 1.16 0.11
H 4.31 -0.91 -2.20 0.12
H 4.72 0.68 -1.57 0.12
H 1.97 -0.46 -2.11 0.10
H 2.75 0.99 -2.69 0.10
H 1.69 2.18 -1.17 0.10
H 2.75 1.50 0.04 0.09
H -0.12 0.99 -0.54 0.08
H 0.66 1.12 1.00 0.10
H 0.50 -1.35 -0.74 0.07
H 1.79 -1.18 0.42 0.08
H -1.59 -3.49 1.80 0.09
H 0.05 -3.77 1.09 0.09
H -0.40 -3.69 -1.81 0.08
H -2.16 0.55 3.74 0.09
H -1.75 -0.11 -0.78 0.06
H -3.16 -0.94 -0.21 0.08
H -3.39 0.66 -0.83 0.05
H -1.97 2.36 0.17 0.08
H -3.10 2.58 1.53 0.07
H -1.42 2.17 1.83 0.08
O -6.81 2.98 -3.89 0.03
C -5.81 2.96 -3.22 -0.26
C -5.01 1.16 -3.59 -0.26
O -4.00 1.07 -2.93 0.03
H -5.87 2.87 -2.12 0.12
H -4.93 3.57 -3.49 0.12
H -4.92 1.18 -4.70 0.12
H -5.85 0.48 -3.37 0.12
```

Net charge   -1
Strongest force on any atom   5.79 eV/Å
Frontier orbital gap   2.6 eV

***

- Which value of strongest force on any atom does entry 2 give?
  5.52 eV/Å

***

- What is the formula in the second record?
  C12H28N3O6S2

***

- Among the records above, which one has the lowest frontier orbital gap?
  C12H29BFNO8PS

***

- strongest force on any atom of number 2 (C12H28N3O6S2)?
  5.52 eV/Å